No. 1
Formula: C2H4N2S2
Source: OMol25
Level of theory: the ωB97M-V functional and the def2-TZVPD basis

The value obtained for the gap between HOMO and LUMO is 8.0183 eV. The structure (SMILES) is NC(=S)C(N)=S. The value obtained for the relative energy (zero: lowest compared OMol25 entry of this formula, charge and spin) is 6.4 kcal/mol. Its energy is -26789.735 eV. Its spin multiplicity is 1. The highest occupied orbital energy comes out at -8.64 eV.

Element x y z (Å)
N1 0.7464 -1.3647 -0.7709
C1 -0.2056 -0.5607 -0.3315
S1 -1.7285 -1.0800 -0.2447
C2 0.2812 0.7828 0.2221
N2 -0.7374 1.2820 0.9202
S2 1.7664 1.4237 -0.0021
H1 0.4696 -2.2456 -1.1938
H2 1.7248 -1.1069 -0.8541
H3 -0.7196 2.0865 1.4436
H4 -1.5973 0.7828 0.8112

=====

No. 2
Formula: C4H15NO3
Source: OMol25
Level of theory: the ωB97M-V functional and the def2-TZVPD basis

The value obtained for the gap between HOMO and LUMO is 9.3703 eV. The structure (SMILES) is C1CCNC1.O.O.O. The value obtained for the relative energy (zero: lowest compared OMol25 entry of this formula, charge and spin) is 24.3 kcal/mol. Its energy is -12023.166 eV. Its spin multiplicity is 1. The highest occupied orbital energy comes out at -8.78 eV.

Element x y z (Å)
C1 -1.0044 -0.0869 1.5175
C2 -0.9146 -1.3691 0.6802
C3 -0.1230 -0.8146 -0.5244
N1 0.8767 0.1290 0.0931
C4 0.4730 0.2903 1.4936
H1 -1.3794 -0.2118 2.5310
H2 -1.5590 0.7036 1.0114
H3 -1.8945 -1.7296 0.3789
H4 -0.2864 -2.1060 1.1746
H5 0.3152 -1.6097 -1.1313
H6 -0.7497 -0.2587 -1.2190
H7 1.7910 -0.2819 0.0379
H8 0.7304 1.3030 1.8139
H9 0.9943 -0.3813 2.1932
O1 5.6958 1.0140 -3.3866
H10 6.0542 1.5646 -4.0911
H11 5.8535 1.4065 -2.5531
O2 1.3454 3.5466 1.3951
H12 1.8456 3.3445 0.6181
H13 0.4725 3.6040 1.0561
O3 -6.3804 -2.8774 -1.3542
H14 -5.8052 -3.2529 -0.6365
H15 -6.3512 -1.9262 -1.0981

=====

No. 3
Formula: C53H43N6O8S6Ta
Source: OMol25
Level of theory: the ωB97M-V functional and the def2-TZVPD basis

The value obtained for the gap between HOMO and LUMO is 6.4271 eV. Its total charge is +2. The value obtained for the relative energy (zero: lowest compared OMol25 entry of this formula, charge and spin) is 26.0 kcal/mol. Its energy is -147529.947 eV. Its spin multiplicity is 1. The highest occupied orbital energy comes out at -12.29 eV.

Element x y z (Å)
Ta1 0.5865 0.7623 -1.3080
C1 -8.0242 -1.2662 1.7342
C2 -6.5869 -1.1582 1.3435
C3 -6.1633 -0.2517 0.3755
C4 -4.8233 -0.1142 0.0481
C5 -3.8976 -0.9065 0.6965
C6 -4.2976 -1.8107 1.6732
C7 -5.6307 -1.9413 1.9901
S1 -2.0978 -0.8840 0.5702
O1 -1.6291 0.2587 -0.3177
C8 -1.9024 -2.2666 -0.5480
C9 -2.5647 -2.2425 -1.7843
C10 -2.3419 -3.2434 -2.6837
C11 -1.3909 -4.2514 -2.4105
C12 -1.1033 -5.2658 -3.3470
C13 -0.1527 -6.2124 -3.0867
C14 0.5584 -6.1779 -1.8789
C15 0.2793 -5.2328 -0.9311
C16 -0.7124 -4.2572 -1.1612
C17 -1.0333 -3.2646 -0.1885
C18 -0.5137 -3.4682 1.1807
C19 -0.9727 -4.6557 1.8335
C20 -2.1318 -5.3433 1.4037
C21 -2.6174 -6.4039 2.1213
C22 -1.9283 -6.8900 3.2439
C23 -0.7918 -6.2619 3.6705
C24 -0.3207 -5.1084 3.0113
C25 0.7715 -4.3668 3.5059
C26 1.0952 -3.1602 2.9580
C27 0.4322 -2.6756 1.8101
S2 0.5511 -0.8995 1.4110
O2 1.0102 -0.7769 -0.0616
C28 1.8317 -0.4305 2.5779
C29 3.1981 -0.6587 2.5522
C30 3.9681 -0.2525 3.6343
C31 3.3887 0.3678 4.7414
C32 4.1918 0.8781 5.8931
C33 2.0065 0.5545 4.7603
C34 1.2355 0.1700 3.6847
H1 -8.6839 -0.9735 0.9211
H2 -8.2151 -0.6088 2.5838
H3 -8.2723 -2.2780 2.0465
H4 -6.8963 0.3656 -0.1220
H5 -4.4993 0.6115 -0.6807
H6 -3.5444 -2.3934 2.1814
H7 -5.9345 -2.6403 2.7548
H8 -3.2494 -1.4341 -1.9852
H9 -2.8761 -3.2707 -3.6195
H10 -1.6393 -5.2781 -4.2824
H11 0.0630 -6.9847 -3.8097
H12 1.3322 -6.9075 -1.7021
H13 0.8408 -5.2176 -0.0096
H14 -2.6608 -5.0046 0.5249
H15 -3.5405 -6.8759 1.8207
H16 -2.3090 -7.7540 3.7698
H17 -0.2456 -6.6109 4.5340
H18 1.3148 -4.7370 4.3623
H19 1.8795 -2.5749 3.4044
H20 3.6533 -1.1531 1.7106
H21 5.0357 -0.4222 3.6200
H22 5.1927 0.4575 5.9198
H23 3.6860 0.6653 6.8332
H24 4.2787 1.9637 5.8207
H25 1.5390 1.0072 5.6226
H26 0.1645 0.3063 3.6978
O3 -1.7931 5.2844 0.9127
C35 -0.8290 4.8868 1.7415
C36 -0.5654 5.6538 2.8815
C37 0.4539 5.3062 3.7421
C38 1.2177 4.1628 3.5129
C39 0.9477 3.3737 2.4223
C40 -0.0644 3.7235 1.5160
C41 -0.2202 2.8952 0.3402
O4 0.5080 1.8064 0.2150
N1 -1.0372 3.1914 -0.6277
N2 -0.9479 2.3317 -1.6783
C42 -1.6920 2.6161 -2.7102
S3 -1.7750 1.5498 -4.0669
C43 -2.6101 2.7876 -5.1449
C44 -3.5593 3.5773 -4.2803
S4 -2.6564 4.0564 -2.7563
H27 -1.8259 4.6955 0.1363
H28 -1.1693 6.5302 3.0579
H29 0.6621 5.9303 4.5979
H30 2.0176 3.9001 4.1873
H31 1.5153 2.4802 2.2144
H32 -3.1246 2.2373 -5.9282
H33 -1.8417 3.4170 -5.5913
H34 -4.4139 2.9738 -3.9744
H35 -3.9082 4.4900 -4.7627
O5 1.4931 -1.0819 -2.5871
N3 0.3984 -1.2573 -3.1214
O6 -0.5091 -0.5058 -2.6731
N4 5.7715 4.5025 -6.6687
C45 5.0197 4.0299 -5.6608
C46 4.9802 2.6470 -5.3896
C47 4.1339 2.1349 -4.4349
C48 3.3128 2.9990 -3.7169
C49 3.3960 4.3753 -3.9086
C50 4.2401 4.8909 -4.8614
S5 2.1258 2.4318 -2.5633
O7 1.4717 3.5458 -1.9341
O8 1.1185 1.5238 -3.1873
N5 2.6038 1.3990 -1.4264
C51 3.3823 1.9097 -0.4329
S6 4.7108 2.9992 -0.7884
C52 4.9914 3.1065 0.9137
C53 4.1101 2.3360 1.5903
N6 3.2078 1.6650 0.8213
H36 6.3567 3.8822 -7.2032
H37 5.8434 5.4891 -6.8452
H38 5.6303 1.9859 -5.9434
H39 4.1000 1.0767 -4.2362
H40 2.7835 5.0094 -3.2891
H41 4.3104 5.9596 -4.9977
H42 5.7720 3.7286 1.2963
H43 4.0664 2.2095 2.6566

=====

No. 4
Formula: C51H85F3N3O25PSSi
Source: OMol25
Level of theory: the ωB97M-V functional and the def2-TZVPD basis

The value obtained for the gap between HOMO and LUMO is 8.3713 eV. The structure (SMILES) is CC(C)Cc1ccc(CC(=O)O)c2c1Sc1c(CCC(F)=C(F)F)c(C[C@@H](O)CN)cc([PH2]=N)c1N2CCO[Si](C)(C)C.COC(=O)OC.COC(=O)OC.COC(=O)OC.COC(=O)OC.COC(=O)OC.COC(=O)OC.COC(=O)OC. Its energy is -146076.176 eV. Its spin multiplicity is 1. The highest occupied orbital energy comes out at -8.27 eV.

Element x y z (Å)
C1 -0.2419 7.9690 -5.4935
C2 0.3187 6.5540 -5.2281
C3 1.1162 6.5735 -3.9222
C4 -0.8735 5.5682 -5.2238
C5 -0.5722 4.2436 -4.5686
C6 -0.0151 3.2391 -5.3449
C7 0.2500 2.0113 -4.7881
C8 -0.0102 1.6982 -3.4587
C9 0.3214 0.2586 -3.0835
C10 0.7739 -0.0592 -1.6848
O1 0.1223 -0.7870 -0.9900
O2 1.9598 0.4373 -1.2382
C11 -0.5490 2.7020 -2.6521
C12 -0.8276 3.9451 -3.2362
S1 -1.5830 5.1737 -2.1888
C13 -2.6528 4.1292 -1.2131
C14 -3.9267 4.5457 -0.8215
C15 -4.4939 5.8838 -1.2359
C16 -3.7017 7.1199 -0.7060
C17 -3.8713 8.3021 -1.6193
F1 -4.7960 9.2330 -1.2567
C18 -3.1609 8.5462 -2.7467
F2 -3.1523 7.7933 -3.8248
F3 -2.4399 9.6498 -2.8879
C19 -4.6924 3.6932 -0.0215
C20 -6.0693 4.0392 0.5080
C21 -5.9866 5.1050 1.6184
O3 -7.2681 5.4702 2.0939
C22 -5.1494 4.6268 2.8343
N1 -6.0285 4.0546 3.8808
C23 -4.1617 2.4679 0.3465
C24 -2.9003 2.0629 -0.0504
P1 -2.3098 0.4686 0.5734
N2 -0.9713 0.6555 1.3787
C25 -2.1263 2.8891 -0.8552
N3 -0.8082 2.4655 -1.2557
C26 0.1768 3.1425 -0.3466
C27 1.4982 3.5500 -0.9894
O4 2.4404 3.6630 0.1004
Si1 4.0458 3.7225 -0.3464
C28 5.0877 3.9049 1.2068
C29 4.6759 2.2043 -1.2513
C30 4.2892 5.2612 -1.4073
H1 -0.5119 8.0760 -6.5456
H2 0.4665 8.7483 -5.2162
H3 -1.1575 8.1119 -4.9247
H4 0.9485 6.3368 -6.0940
H5 0.4233 6.7639 -3.0996
H6 1.8129 7.4096 -3.9518
H7 1.6373 5.6291 -3.7701
H8 -1.1322 5.3729 -6.2673
H9 -1.7680 6.0010 -4.7765
H10 0.2001 3.3755 -6.3963
H11 0.6781 1.2438 -5.4233
H12 -0.5118 -0.3982 -3.3230
H13 1.1496 -0.0205 -3.7400
H14 2.5926 -0.2798 -1.1168
H15 -4.5128 5.9476 -2.3251
H16 -5.5202 5.9853 -0.9007
H17 -2.6408 6.9036 -0.6325
H18 -4.0954 7.4507 0.2554
H19 -6.7145 4.3915 -0.2985
H20 -6.4948 3.1538 0.9805
H21 -5.4906 6.0041 1.2350
H22 -7.7793 5.7663 1.3339
H23 -4.3823 3.9164 2.5344
H24 -4.6467 5.4887 3.2744
H25 -5.9348 4.6150 4.7142
H26 -5.7184 3.1167 4.0943
H27 -4.7367 1.8164 0.9949
H28 -2.2308 -0.4035 -0.5274
H29 -3.3161 0.0028 1.4493
H30 -1.0677 0.3697 2.3448
H31 0.3846 2.5350 0.5310
H32 -0.2739 4.0626 0.0368
H33 1.8962 2.8193 -1.6943
H34 1.4350 4.5493 -1.4278
H35 6.0848 3.4890 1.0549
H36 4.6491 3.3590 2.0450
H37 5.1588 4.9600 1.4725
H38 4.0301 1.8527 -2.0565
H39 4.8454 1.3654 -0.5729
H40 5.6482 2.4509 -1.6877
H41 3.7402 5.1267 -2.3412
H42 3.8433 6.0960 -0.8634
H43 5.3458 5.4531 -1.5849
C31 -1.3427 -3.4025 -0.9662
O5 -2.7031 -3.6784 -1.3421
C32 -3.1094 -4.9129 -1.0779
O6 -2.4503 -5.7861 -0.5721
O7 -4.3800 -5.0261 -1.4737
C33 -4.9498 -6.3144 -1.2431
H44 -1.1351 -2.3727 -1.2319
H45 -1.2096 -3.5229 0.1074
H46 -0.6569 -4.0534 -1.5074
H47 -4.9544 -6.5469 -0.1794
H48 -4.4072 -7.0808 -1.7954
H49 -5.9752 -6.2889 -1.6013
C34 9.7583 2.6933 3.4065
O8 10.2580 4.0260 3.5487
C35 9.9849 4.8273 2.5202
O9 9.3795 4.5191 1.5294
O10 10.5004 6.0332 2.7773
C36 10.2725 6.9902 1.7391
H50 10.0475 2.1547 4.3043
H51 8.6730 2.6975 3.3252
H52 10.2015 2.2084 2.5389
H53 9.2064 7.1557 1.5967
H54 10.7341 6.6654 0.8087
H55 10.7369 7.9178 2.0625
C37 -1.6770 -8.5088 -0.1289
O11 -1.7591 -9.5036 0.9070
C38 -1.0405 -9.2315 1.9874
O12 -0.3518 -8.2564 2.1549
O13 -1.2093 -10.2283 2.8607
C39 -0.4911 -10.0739 4.0861
H56 -2.3018 -8.8533 -0.9494
H57 -2.0478 -7.5515 0.2193
H58 -0.6526 -8.4146 -0.4858
H59 -0.8165 -9.1815 4.6168
H60 0.5814 -10.0344 3.9021
H61 -0.7165 -10.9467 4.6921
C40 6.9670 5.9983 8.8920
O14 7.5225 6.6288 7.7378
C41 8.7196 6.1587 7.3806
O15 9.3266 5.2837 7.9409
O16 9.1205 6.8238 6.3012
C42 10.4019 6.4209 5.8014
H62 6.0042 6.4683 9.0720
H63 6.8179 4.9345 8.7154
H64 7.6070 6.1506 9.7593
H65 10.3870 5.3780 5.5049
H66 11.1754 6.5951 6.5488
H67 10.6103 7.0301 4.9318
C43 -1.5875 -10.8292 -6.0845
O17 -1.4058 -9.7855 -5.1256
C44 -2.2187 -8.7468 -5.2876
O18 -3.0522 -8.6254 -6.1476
O19 -1.9564 -7.8610 -4.3257
C45 -2.7635 -6.6861 -4.3746
H68 -0.8692 -11.6062 -5.8395
H69 -2.5939 -11.2386 -6.0167
H70 -1.3915 -10.4645 -7.0914
H71 -3.8163 -6.9393 -4.2563
H72 -2.6038 -6.1450 -5.3056
H73 -2.4603 -6.0494 -3.5475
C46 0.1573 -6.3385 5.1605
O20 0.1118 -7.0581 6.3984
C47 0.5228 -6.3625 7.4562
O21 0.9116 -5.2248 7.4486
O22 0.4287 -7.1483 8.5311
C48 0.8410 -6.5252 9.7481
H74 -0.1980 -7.0125 4.3864
H75 -0.4929 -5.4664 5.1985
H76 1.1773 -6.0407 4.9261
H77 0.2181 -5.6600 9.9676
H78 1.8881 -6.2327 9.6951
H79 0.7161 -7.2637 10.5351
C49 -5.8459 -12.9530 -1.6428
O23 -6.6878 -12.1602 -2.4835
C50 -6.0363 -11.4896 -3.4320
O24 -4.8468 -11.5062 -3.6176
O25 -6.9264 -10.7945 -4.1389
C51 -6.3463 -10.0240 -5.1939
H80 -6.4955 -13.4411 -0.9220
H81 -5.3251 -13.7106 -2.2254
H82 -5.1310 -12.3262 -1.1130
H83 -5.8427 -10.6701 -5.9101
H84 -5.6483 -9.2909 -4.7942
H85 -7.1569 -9.5037 -5.6962

=====

No. 5
Formula: C11H36IN4O16S
Source: OMol25
Level of theory: the ωB97M-V functional and the def2-TZVPD basis

The value obtained for the gap between HOMO and LUMO is 8.0084 eV. Its total charge is +1. The value obtained for the relative energy (zero: lowest compared OMol25 entry of this formula, charge and spin) is 13.0 kcal/mol. Its energy is -69635.645 eV. Its spin multiplicity is 1. The highest occupied orbital energy comes out at -12.71 eV.

Element x y z (Å)
O1 2.5996 -0.1538 -2.3265
C1 2.1034 0.4713 -1.4343
I1 3.2809 1.9252 -0.3606
C2 0.6565 0.2735 -0.9688
C3 0.4905 -0.8900 -0.0223
C4 1.5791 -1.6421 0.3623
C5 1.3431 -2.6923 1.2649
N1 0.1791 -3.0059 1.7461
N2 -0.8143 -2.2500 1.3647
C6 -2.1676 -2.6129 1.9651
O2 -1.9401 -3.3282 3.1384
O3 -1.9405 -2.3740 4.1872
C7 -0.7733 -1.2298 0.5226
C8 -1.9633 -0.3851 0.1328
C9 -3.0313 -1.1428 -0.7203
S1 -4.7245 -0.9344 -0.0184
C10 -4.9105 0.7703 0.3999
N3 -5.2910 1.7819 -0.2963
N4 -5.2060 2.8281 0.5804
C11 -4.8020 2.4461 1.7205
O4 -4.6045 1.0925 1.6784
H1 0.3673 1.1891 -0.4301
H2 -0.0225 0.2188 -1.8428
H3 2.5707 -1.4403 -0.0255
H4 2.1954 -3.2970 1.5681
H5 -2.7244 -1.7210 2.2540
H6 -2.7123 -3.2632 1.2735
H7 -1.0958 -1.8800 4.1443
H8 -1.6752 0.5340 -0.3751
H9 -2.4372 -0.0702 1.0743
H10 -3.0197 -0.8117 -1.7627
H11 -2.8712 -2.2251 -0.6762
H12 -4.6392 3.0809 2.5788
O5 5.4545 -0.6151 0.1640
H13 6.3731 -0.7563 -0.0980
H14 4.9585 -0.8043 -0.6401
O6 -4.8182 -0.9272 -3.2719
H15 -5.1712 -0.9858 -2.3731
H16 -5.2236 -0.1324 -3.6355
O7 4.7857 3.2465 -3.9725
H17 5.3551 3.0095 -3.2283
H18 4.1494 2.5250 -4.0240
O8 7.0121 4.5985 -2.2210
H19 7.1893 5.0047 -3.0766
H20 6.2793 5.1130 -1.8661
O9 -1.1246 -0.7834 -3.7500
H21 -0.2212 -0.9537 -4.0362
H22 -1.6541 -0.9746 -4.5319
O10 0.8733 -1.5966 5.3647
H23 1.5881 -2.2290 5.2309
H24 0.5487 -1.7938 6.2506
O11 2.1684 4.6859 -2.9953
H25 3.0903 4.5321 -3.2484
H26 1.6728 4.5054 -3.8001
O12 -0.7666 -3.2427 -4.8260
H27 -0.0415 -3.8684 -4.9302
H28 -1.0908 -3.4012 -3.9342
O13 7.2566 -2.1763 2.0475
H29 6.8322 -1.4565 1.5644
H30 7.5708 -1.7692 2.8641
O14 -4.7181 -0.2280 4.6114
H31 -4.5068 0.0982 3.7317
H32 -5.4464 0.3282 4.9069
O15 4.5254 -1.7798 3.1566
H33 5.4549 -1.9126 2.9128
H34 4.0557 -1.9461 2.3367
O16 -5.1142 5.9199 -0.7877
H35 -5.7309 6.5701 -0.4376
H36 -5.2682 5.1325 -0.2512

=====

No. 6
Formula: C10H16N4O4
Source: OMol25
Level of theory: the ωB97M-V functional and the def2-TZVPD basis

The value obtained for the gap between HOMO and LUMO is 9.2933 eV. The value obtained for the relative energy (zero: lowest compared OMol25 entry of this formula, charge and spin) is 175.6 kcal/mol. Its energy is -24774.038 eV. Its spin multiplicity is 1. The highest occupied orbital energy comes out at -8.77 eV.

Element x y z (Å)
C1 -0.5242 2.0143 0.0064
C2 -0.1281 1.0157 1.1001
C3 -1.6447 1.4769 -0.8326
C4 -2.4406 0.4541 -0.4883
C5 -3.7129 0.3597 -0.0576
C6 -2.8961 -1.7296 -0.2720
C7 1.4525 -0.3092 -0.0006
C8 1.0867 -1.6008 -0.2847
C9 2.9925 -0.1657 -0.3641
C10 3.3854 1.3061 -0.5771
H1 0.2872 3.8146 -0.6010
H2 0.5557 2.4964 -2.0376
H3 -0.9145 2.7179 0.9280
H4 -1.1680 0.9515 -1.6796
H5 -2.1777 2.2409 -1.3110
H6 -4.3949 1.1740 -0.1316
H7 -3.0725 -2.8898 -0.4241
H8 -4.8526 -1.3096 0.4841
H9 0.8168 -0.3509 2.0586
H10 1.0700 0.1653 -0.8780
H11 3.1504 -0.7951 -1.3267
H12 3.2306 -0.6478 1.6647
H13 2.8525 2.0651 0.0111
H14 3.3036 1.5476 -1.6568
H15 4.5724 1.2519 -0.6039
H16 0.5708 -3.3400 0.1282
N1 0.5902 2.6444 -0.7232
N2 -1.9255 -0.8959 -0.6316
N3 -4.0036 -0.9201 0.1348
N4 1.0283 0.2486 1.2404
O1 -0.8462 1.1176 2.0567
O2 1.4493 -1.9773 -1.4455
O3 3.8522 -0.8141 0.6412
O4 0.6600 -2.5210 0.7297

=====

The highest gap between HOMO and LUMO belongs to which entry? C4H15NO3